The following is a DFT calculation (ωB97M-V/def2-TZVPD) of an isolated molecule of C17H22N2S.

As for the SMILES: CCCc1nc(CN2CC[C@H](c3ccccc3)C2)cs1. The value obtained for the largest force on an atom is 2.48 eV Å⁻¹. The molar mass is 286.4 g/mol. The calculation puts the lowest unoccupied orbital energy at 0.0265 Eh. The energy above the lowest of the compared OMol25 structures with the same formula, charge and spin comes out at 0.5 kcal per mole. The HOMO-LUMO gap is 8.550 eV.

The geometry in XYZ format:
```
42
C17H22N2S ωB97M-V/def2-TZVPD
N -1.41 -1.22 -2.04
S -3.86 -1.97 -1.53
C -2.14 -2.28 -1.72
C -3.54 -0.26 -1.82
C -2.22 -0.09 -2.07
C 4.61 1.36 1.93
C 3.98 0.15 1.62
C 3.88 2.55 1.96
C 2.65 0.16 1.23
C 2.53 2.55 1.60
C 1.89 1.33 1.22
N -0.89 1.77 -1.15
C -1.62 1.28 -2.36
C -0.44 -2.99 0.79
C -1.54 -3.64 -1.43
C -1.63 2.14 0.09
C -1.46 -3.89 0.10
C 0.44 1.26 -0.84
C -0.48 2.40 1.05
C 0.48 1.26 0.67
H -4.27 0.57 -1.77
H 5.66 1.36 2.22
H 4.51 -0.80 1.65
H 4.39 3.49 2.20
H 2.20 -0.77 0.88
H 1.99 3.49 1.54
H -2.39 2.05 -2.58
H -0.97 1.19 -3.26
H -0.40 -3.28 1.82
H -0.73 -1.94 0.73
H 0.54 -3.17 0.37
H -2.14 -4.40 -1.90
H -0.57 -3.69 -1.87
H -2.24 3.05 -0.12
H -2.26 1.38 0.46
H -1.14 -4.92 0.25
H -2.43 -3.73 0.59
H 0.66 0.26 -1.27
H 1.17 1.92 -1.23
H -0.76 2.34 2.10
H -0.07 3.40 0.86
H 0.01 0.33 1.02
```



The following is a DFT calculation (ωB97M-V/def2-TZVPD) of a cluster of 3 separate species, C3H13NO2S in total.

The value obtained for the largest force on an atom is 1.19 eV Å⁻¹. As for the net charge: +1. Its multiplicity is 2. The molar mass is 127.2 g/mol. The calculation puts the lowest unoccupied orbital energy (alpha / beta) at -0.1306 / -0.3272 Eh. The energy above the lowest of the compared OMol25 structures with the same formula, charge and spin comes out at 7.9 kcal per mole. The HOMO-LUMO gap (alpha / beta) is 9.980 / 4.304 eV.

The geometry in XYZ format:
```
20
C3H13NO2S ωB97M-V/def2-TZVPD
C -0.54 -1.55 -0.13
C -1.33 -0.24 -0.15
C -2.85 -0.55 0.01
S -3.59 0.99 0.48
N 0.83 -1.26 -0.50
H -0.90 -2.19 -0.93
H -0.65 -2.09 0.81
H -1.02 0.40 0.69
H -1.12 0.30 -1.07
H -3.01 -1.19 0.88
H -3.30 -1.01 -0.86
H -3.40 1.67 -0.66
H 1.22 -2.10 -0.92
H 1.40 -0.97 0.30
H 0.85 1.51 1.04
H 1.53 2.68 1.77
O 1.18 2.40 0.92
H 4.34 1.24 -1.08
H 5.63 1.14 -0.27
O 4.72 0.81 -0.31
```



The following is a DFT calculation (ωB97M-V/def2-TZVPD) of an isolated molecule of CH4N2S.

As for the SMILES: SN1CN1. The value obtained for the largest force on an atom is 3.97 eV Å⁻¹. The molar mass is 76.1 g/mol. The calculation puts the lowest unoccupied orbital energy at 0.0387 Eh. The energy above the lowest of the compared OMol25 structures with the same formula, charge and spin comes out at 89.4 kcal per mole. The HOMO-LUMO gap is 9.759 eV.

The geometry in XYZ format:
```
8
CH4N2S ωB97M-V/def2-TZVPD
C -0.45 -0.04 0.88
N 0.62 0.53 0.25
N -0.44 0.46 -0.69
S -0.27 -0.89 -1.76
H -0.32 -1.02 1.04
H -1.09 0.45 1.55
H 0.89 1.43 0.44
H 1.06 -0.92 -1.71
```



The following is a DFT calculation (ωB97M-V/def2-TZVPD) of a cluster of 4 separate species, C3H13O5 in total.

The value obtained for the largest force on an atom is 3.44 eV Å⁻¹. As for the net charge: -1. The molar mass is 129.1 g/mol. The calculation puts the lowest unoccupied orbital energy at 0.1326 Eh. The energy above the lowest of the compared OMol25 structures with the same formula, charge and spin comes out at 33.8 kcal per mole. The HOMO-LUMO gap is 8.298 eV.

The geometry in XYZ format:
```
21
C3H13O5 ωB97M-V/def2-TZVPD
C 0.31 1.97 -0.31
C 1.30 0.92 0.13
O 2.64 1.50 0.21
C -1.14 1.73 0.35
O -1.25 0.95 1.47
H 0.11 1.79 -1.43
H 0.66 2.98 -0.28
H 1.03 0.54 1.11
H 1.37 0.11 -0.60
H 2.95 1.69 -0.68
H -1.41 2.80 0.65
H -1.77 1.39 -0.51
H 1.22 -2.06 -0.26
H 0.39 -3.23 -0.85
O 1.00 -2.50 -1.08
H -1.79 -2.54 -1.50
H -1.37 -2.29 -0.04
O -1.38 -3.01 -0.76
H -0.73 -0.13 1.28
H -1.30 -1.20 1.97
O -0.85 -1.43 1.14
```



The following is a DFT calculation (ωB97M-V/def2-TZVPD) of a structure of composition C24H25F6IrN4O6S4Si.

The value obtained for the largest force on an atom is 0.87 eV Å⁻¹. The molar mass is 928.0 g/mol. The calculation puts the lowest unoccupied orbital energy at -0.0423 Eh. The energy above the lowest of the compared OMol25 structures with the same formula, charge and spin comes out at 22.3 kcal per mole. The HOMO-LUMO gap is 7.062 eV.

The geometry in XYZ format:
```
71
C24H25F6IrN4O6S4Si ωB97M-V/def2-TZVPD
Ir 1.37 0.17 0.94
F -1.41 -3.26 3.10
C -0.73 -3.98 2.24
F -1.57 -4.49 1.33
F -0.10 -4.97 2.86
S 0.52 -2.97 1.30
O -0.23 -1.94 0.61
O 1.24 -3.93 0.53
N 1.50 -2.28 2.33
S 1.27 -1.37 3.59
O 1.22 0.04 3.15
O 0.36 -1.78 4.59
C 2.92 -1.58 4.40
F 3.01 -2.81 4.88
F 3.01 -0.70 5.39
F 3.93 -1.37 3.55
C -6.51 -0.69 -1.69
C -5.41 -0.37 -0.72
C -4.43 -1.31 -0.41
C -3.42 -1.03 0.49
C -3.38 0.22 1.09
C -4.36 1.17 0.81
C -5.36 0.87 -0.09
S -2.09 0.59 2.23
O -1.80 -0.60 2.96
O -2.46 1.79 2.93
N -0.77 0.90 1.30
C -0.34 2.16 1.11
C -0.94 3.44 1.18
C -0.18 4.53 0.87
C 1.17 4.41 0.49
C 1.72 3.16 0.45
N 0.96 2.09 0.76
H -6.33 -1.63 -2.20
H -6.62 0.09 -2.44
H -7.47 -0.77 -1.17
H -4.46 -2.28 -0.89
H -2.65 -1.75 0.71
H -4.33 2.13 1.32
H -6.12 1.61 -0.31
H -1.97 3.53 1.48
H -0.63 5.51 0.91
H 1.76 5.28 0.24
H 2.74 2.95 0.16
S 4.65 0.64 1.33
C 3.16 0.41 1.08
C 0.92 -0.25 -3.87
Si 0.49 0.68 -2.30
C -1.28 0.32 -1.89
C 0.63 2.53 -2.63
N 1.58 0.07 -1.06
C 2.83 -0.45 -1.48
C 3.71 0.32 -2.26
C 4.96 -0.17 -2.59
C 5.36 -1.43 -2.16
C 4.49 -2.21 -1.41
C 3.23 -1.73 -1.09
H 0.02 -0.31 -4.50
H 1.24 -1.27 -3.65
H 1.70 0.24 -4.46
H -1.90 0.64 -2.73
H -1.65 0.82 -0.99
H -1.43 -0.76 -1.75
H 0.32 2.74 -3.65
H 1.65 2.90 -2.52
H -0.01 3.11 -1.96
H 3.42 1.31 -2.56
H 5.63 0.43 -3.19
H 6.34 -1.81 -2.42
H 4.77 -3.20 -1.09
H 2.53 -2.36 -0.55
```



The following is a DFT calculation (ωB97M-V/def2-TZVPD) of an isolated molecule of C6H11PS.

As for the SMILES: CC1=C(S)CCP1C. The value obtained for the largest force on an atom is 3.96 eV Å⁻¹. The molar mass is 146.2 g/mol. The calculation puts the lowest unoccupied orbital energy at 0.0165 Eh. The energy above the lowest of the compared OMol25 structures with the same formula, charge and spin comes out at 39.2 kcal per mole. The HOMO-LUMO gap is 9.170 eV.

The geometry in XYZ format:
```
19
C6H11PS ωB97M-V/def2-TZVPD
C -1.36 0.15 0.18
C -0.32 -0.56 0.60
C -1.09 1.57 -0.24
C 0.34 1.98 0.26
C -0.20 -1.96 1.12
C 1.90 -0.14 -1.12
P 1.46 0.43 0.59
S -3.43 -0.16 0.32
H -3.35 -0.93 1.40
H -1.12 1.72 -1.36
H -1.78 2.30 0.11
H 0.63 2.66 -0.57
H 0.23 2.54 1.19
H 0.51 -2.62 0.66
H -1.21 -2.50 1.23
H 0.18 -1.93 2.10
H 2.81 -0.70 -1.04
H 1.21 -0.71 -1.71
H 2.16 0.72 -1.75
```



The following is a DFT calculation (ωB97M-V/def2-TZVPD) of a cluster of 2 separate species, C4H11N3 in total.

As for the SMILES: [H]/N=N/C.CC(C)=N. The value obtained for the largest force on an atom is 4.76 eV Å⁻¹. The molar mass is 101.2 g/mol. The calculation puts the lowest unoccupied orbital energy at 0.0338 Eh. The energy above the lowest of the compared OMol25 structures with the same formula, charge and spin comes out at 84.8 kcal per mole. The HOMO-LUMO gap is 9.747 eV.

The geometry in XYZ format:
```
18
C4H11N3 ωB97M-V/def2-TZVPD
C 1.30 0.14 -0.05
C 1.05 -0.19 -1.54
C 2.28 -0.82 0.61
C -2.36 -0.34 -0.23
N 0.84 1.19 0.44
N -2.78 1.04 1.57
N -2.67 0.96 0.33
H 0.14 0.38 -1.70
H 0.72 -1.22 -1.75
H 1.90 0.13 -2.13
H 3.15 -0.21 0.79
H 2.58 -1.63 0.09
H 1.91 -1.12 1.65
H -2.87 -0.56 -1.16
H -1.25 -0.10 -0.43
H -2.32 -1.20 0.39
H 1.22 1.47 1.30
H -2.83 2.08 1.81
```



The following is a DFT calculation (ωB97M-V/def2-TZVPD) of a cluster of 2 separate species, C32H65N2O4 in total.

The value obtained for the largest force on an atom is 1.33 eV Å⁻¹. As for the net charge: -1. The molar mass is 541.9 g/mol. The calculation puts the lowest unoccupied orbital energy at 0.0934 Eh. The energy above the lowest of the compared OMol25 structures with the same formula, charge and spin comes out at 0.0 kcal per mole. The HOMO-LUMO gap is 7.020 eV.

The geometry in XYZ format:
```
103
C32H65N2O4 ωB97M-V/def2-TZVPD
C 4.80 -1.71 1.82
C 3.57 -1.99 0.95
C 3.43 -1.03 -0.25
C 3.05 -1.75 -1.53
C 2.94 -0.87 -2.79
C 2.55 0.60 -2.57
C 3.75 1.56 -2.42
C 3.81 2.30 -1.06
C 3.77 3.83 -1.13
C 2.39 4.38 -0.78
C 1.99 4.13 0.69
C 0.57 3.60 0.86
C -0.53 4.67 0.80
C -1.00 5.06 -0.60
C -2.09 4.15 -1.18
C -3.39 4.19 -0.40
C -4.37 3.10 -0.82
C -5.36 2.71 0.29
C -5.83 1.26 0.18
C -5.01 0.19 0.90
C -3.52 -0.02 0.53
C -3.54 -0.58 -0.94
C -2.50 -0.53 -2.08
C -1.75 -1.85 -2.26
O -1.63 0.58 -2.09
N -3.09 -1.07 1.48
N -1.89 -1.67 0.99
C -0.86 -1.19 1.58
C -0.81 -0.78 3.01
C 0.39 -1.07 0.75
C -2.65 1.22 1.03
O -1.59 1.50 0.45
O -3.10 1.74 2.10
H 5.63 -2.36 1.56
H 5.09 -0.66 1.76
H 4.56 -1.91 2.87
H 3.64 -3.01 0.56
H 2.69 -1.96 1.58
H 4.39 -0.51 -0.37
H 2.69 -0.27 -0.01
H 2.11 -2.29 -1.36
H 3.82 -2.51 -1.73
H 2.17 -1.31 -3.43
H 3.86 -0.91 -3.37
H 1.86 0.71 -1.73
H 1.99 0.90 -3.46
H 4.67 0.98 -2.51
H 3.74 2.32 -3.20
H 2.99 1.94 -0.43
H 4.72 1.99 -0.54
H 4.54 4.27 -0.49
H 4.01 4.16 -2.15
H 2.38 5.45 -1.00
H 1.66 3.88 -1.41
H 2.13 5.02 1.31
H 2.67 3.36 1.07
H 0.50 3.16 1.85
H 0.37 2.79 0.16
H -0.12 5.56 1.28
H -1.35 4.32 1.42
H -1.44 6.06 -0.55
H -0.17 5.12 -1.30
H -1.72 3.13 -1.27
H -2.30 4.52 -2.20
H -3.21 4.08 0.67
H -3.86 5.17 -0.57
H -3.79 2.23 -1.12
H -4.94 3.40 -1.70
H -4.97 2.95 1.28
H -6.25 3.33 0.14
H -6.85 1.20 0.58
H -5.96 1.03 -0.89
H -5.48 -0.77 0.65
H -5.10 0.27 1.98
H -4.47 -0.22 -1.39
H -3.74 -1.65 -0.81
H -3.09 -0.45 -3.01
H -1.48 -2.30 -1.31
H -0.85 -1.71 -2.87
H -2.38 -2.56 -2.80
H -0.88 0.37 -2.65
H -3.83 -1.74 1.65
H -0.81 0.31 3.08
H 0.14 -1.13 3.43
H -1.67 -1.16 3.56
H 0.10 -0.62 -0.19
H 0.81 -2.06 0.53
H 1.13 -0.47 1.27
C 1.64 -8.03 1.13
C 1.76 -7.07 2.30
O 2.20 -5.78 1.95
C 1.38 -5.07 1.03
C -0.04 -4.84 1.50
H 2.60 -8.12 0.61
H 1.34 -9.02 1.49
H 0.90 -7.70 0.40
H 2.51 -7.44 3.01
H 0.81 -7.02 2.85
H 1.38 -5.57 0.05
H 1.88 -4.11 0.88
H -0.58 -5.77 1.65
H -0.59 -4.25 0.76
H -0.05 -4.29 2.44
```



Among the records above, which one has the highest energy above the lowest of the compared OMol25 structures with the same formula, charge and spin?
CH4N2S



energy above the lowest of the compared OMol25 structures with the same formula, charge and spin of number 6 (C6H11PS)?
39.2 kcal per mole



Look up the energy above the lowest of the compared OMol25 structures with the same formula, charge and spin of the second one.
7.9 kcal per mole